(1)
The following is a DFT calculation (wB97M-V/def2-TZVPD) of a molecular structure, C29H21BrClI2N2O3Pd.

Structure (XYZ):
```
60
Properties=species:S:1:pos:R:3:forces:R:3:lowdin_spin:R:1
H 1.48256 2.39484 4.74932 -0.005 0.033 0.028 0.00
H 1.00769 3.38252 0.14542 -0.068 0.027 -0.132 0.02
H -3.29307 0.29810 0.77349 0.031 -0.097 -0.076 0.00
H 4.40468 4.11752 -4.94270 -0.007 -0.008 -0.030 0.00
C -1.45695 -4.98299 -0.31732 0.053 0.005 0.036 0.00
C 2.51027 1.14987 -3.31577 0.222 0.003 -0.180 0.00
H 0.01837 0.20619 2.17882 0.067 0.094 -0.017 0.00
C 0.01786 3.01346 0.40868 -0.018 -0.503 -0.297 0.25
O 1.12530 2.76053 -2.20561 0.030 -0.243 0.174 0.07
C 0.85321 2.72086 2.72650 -0.148 -0.065 -0.223 0.05
C -0.64350 -1.25240 -0.81443 -0.164 -0.109 0.035 0.01
C -1.29362 -2.61805 -0.82293 0.169 -0.174 0.161 0.00
O 0.47698 -1.08269 -0.28489 -0.056 0.056 0.275 0.06
I 5.60092 1.71878 -6.41938 -0.210 0.048 0.266 0.00
H -0.88008 -3.00497 4.85842 -0.014 -0.005 0.003 0.00
C -2.92734 -1.34553 2.72484 -0.044 0.011 -0.054 0.00
C 3.86939 3.28362 -4.51022 0.088 -0.186 -0.125 0.00
C -0.21270 2.95532 1.83580 0.013 -0.011 0.463 0.02
C -0.69908 -0.46524 2.62377 -0.027 0.045 -0.127 0.00
Cl -0.88084 2.63320 6.31748 -0.021 -0.001 0.166 0.02
C 2.10498 2.50497 -2.97621 -0.015 0.302 -0.151 0.01
C 4.15311 1.99682 -4.89522 0.449 0.146 -0.453 0.00
H -2.32408 3.32908 1.74949 -0.034 -0.015 0.021 0.00
H -2.99066 -1.77115 -1.76040 -0.017 -0.017 0.028 0.00
C 3.76006 -0.46180 -4.60156 -0.026 -0.094 0.043 0.00
C 3.10771 -1.44748 -3.91545 0.113 0.060 -0.102 0.00
N 1.90751 0.15448 -2.63055 -0.091 -0.019 0.011 0.01
C 3.50205 0.89492 -4.30637 -0.240 -0.026 0.259 0.00
C -1.20257 -2.28322 4.11899 0.121 -0.082 0.077 0.00
C 2.87909 3.52144 -3.56759 -0.437 0.177 0.366 0.00
C -3.30260 -3.86420 -1.36016 -0.103 0.011 -0.028 0.00
C -0.29763 -1.37745 3.57887 -0.067 -0.078 -0.019 0.00
H 1.71129 -1.85277 -2.30707 -0.021 0.036 0.038 0.00
H -1.75283 0.95925 0.65085 -0.348 -0.486 0.544 0.00
H -3.29769 -5.94229 -0.82890 0.022 -0.023 0.009 0.00
H -1.00435 -5.88001 0.08192 0.008 0.013 0.017 0.00
C -0.62094 2.77785 4.60400 -0.007 -0.039 -0.180 0.06
C -2.51535 -2.26463 3.67692 -0.048 -0.003 -0.047 0.00
C -2.73894 -5.01499 -0.83343 -0.078 -0.041 -0.031 0.00
C -1.69319 3.04489 3.76720 0.021 -0.011 0.082 -0.01
H -2.68355 3.17631 4.18194 0.002 -0.019 0.022 0.00
C -2.02492 -0.42536 2.18316 -0.002 0.063 -0.005 0.00
H -0.77854 3.47679 -0.16846 0.092 0.043 -0.051 0.01
H 1.84955 2.59065 2.31870 0.011 -0.006 0.017 0.00
H 3.29713 -2.49106 -4.12795 0.003 -0.009 0.020 0.00
I 2.40126 5.47948 -2.97605 0.145 -0.173 -0.162 0.00
H -3.95790 -1.33807 2.38570 -0.007 -0.005 0.003 0.00
H -3.22694 -2.98336 4.06611 -0.023 0.032 0.018 0.00
H 4.48690 -0.71276 -5.36280 -0.001 0.025 -0.014 0.00
C -2.58257 -2.68589 -1.35266 0.098 0.003 0.017 0.00
H -4.30308 -3.88400 -1.77258 -0.005 -0.008 -0.005 0.00
Pd 0.40951 1.13040 -0.82905 0.386 0.477 -0.199 1.27
C 2.19820 -1.09191 -2.90679 -0.075 0.004 0.064 0.00
N -2.45158 0.53229 1.27321 0.118 0.255 -0.258 0.00
C 0.65500 2.61343 4.08771 0.031 0.048 0.107 -0.01
O -1.29552 -0.30457 -1.33352 0.074 0.150 -0.087 0.08
H 0.74161 -1.39901 3.88320 -0.003 0.023 0.028 0.00
Br 1.02123 -3.92309 0.39753 -0.006 0.041 0.007 0.00
C -1.48664 3.12957 2.40457 0.223 0.057 -0.165 0.05
C -0.73410 -3.79649 -0.30659 -0.153 0.265 -0.189 0.00
```
Forces are in eV/Å.

Calculated values
Max |F| in eV Å⁻¹: 0.81
Net charge: -1
2S+1: 3
E in eV: -141784.677

***

(2)
The following is a DFT calculation (wB97M-V/def2-TZVPD) of a molecular structure, C15H35B3ClF4O12P3.

Structure (XYZ):
```
73
Properties=species:S:1:pos:R:3:forces:R:3:lowdin_charge:R:1
H 1.60060 -1.33175 6.71030 -0.005 -0.020 0.010 0.07
H 1.01294 -1.23419 0.04356 -0.084 -0.138 0.227 0.10
H 2.09717 -0.02878 0.66682 0.186 -0.032 0.236 0.10
F 0.69572 -1.84445 -3.88126 0.244 -0.481 0.326 0.15
H -1.40801 6.88462 2.90862 0.022 -0.036 0.014 0.08
H 5.29131 1.86108 1.49312 0.009 -0.015 0.049 0.08
B -1.72803 -2.01585 -3.61865 0.300 1.350 -0.189 -0.43
O 0.74365 3.78236 -0.47516 0.517 2.551 1.322 -0.24
H 4.92830 0.36853 3.42302 -0.123 -0.201 0.027 0.11
C -2.58483 -5.57340 -5.38778 -0.700 -0.409 0.133 0.00
F -0.07553 -1.47477 -1.88512 0.205 -0.375 -0.088 0.13
F -0.12342 -3.52409 -2.67579 0.565 0.233 0.003 0.13
O -1.24771 2.96971 0.76996 0.336 1.111 0.193 -0.19
B -3.28330 -3.10396 -4.88565 -0.547 0.717 -1.350 -0.43
H -4.57853 -4.78366 -5.39002 -0.135 0.041 -0.189 0.14
O 2.89870 0.05200 3.05955 0.233 -0.705 -0.825 -0.20
H -1.94438 -5.76950 -6.24211 0.215 0.313 -0.002 0.09
H -3.14869 6.23228 1.17314 0.025 -0.057 -0.212 0.12
P -0.67554 4.13312 -0.23200 -3.032 -4.837 -2.281 0.53
H -5.77109 -3.86640 -2.78940 -0.094 -0.374 -0.153 0.04
Cl -2.87056 -4.60772 -0.86552 0.094 0.097 -0.696 0.24
C 4.39541 1.24033 1.52929 -0.195 -0.086 -0.086 -0.07
O 4.23196 -1.96818 3.63505 0.724 -0.975 -2.632 -0.23
C 4.06980 0.85792 2.96055 0.396 0.403 0.119 -0.28
H -1.52500 3.19402 3.47802 -0.005 -0.032 -0.002 0.08
H 2.91386 -2.41034 7.20193 -0.003 0.002 0.000 0.08
C -0.43165 2.39518 1.79169 0.237 -0.436 0.300 -0.28
O -2.70083 -1.42260 -2.83249 0.450 -1.242 0.527 0.28
H -1.16655 3.61906 -3.65462 -0.152 0.053 0.120 0.12
C 2.17247 -2.76417 5.20840 0.092 0.010 0.296 -0.29
O -1.85852 5.20441 0.00872 1.868 0.865 0.545 -0.17
C -0.50305 3.16207 3.09707 -0.138 0.163 -0.061 -0.07
H -0.80354 1.38166 1.94918 -0.080 0.024 -0.110 0.12
C 1.97308 -1.10385 0.53376 0.026 0.204 -0.669 -0.27
H -0.05412 1.50618 -1.75821 0.150 0.073 -0.013 0.07
O -2.04826 -2.46438 -4.87551 0.213 -1.118 0.712 0.36
H 3.87087 1.76302 3.53766 -0.125 -0.065 0.035 0.12
H 2.98854 -3.45679 5.00882 0.103 0.126 -0.078 0.10
O 1.86560 -1.75646 1.79938 1.857 -0.810 -0.659 -0.17
C -0.39436 1.83533 -2.73975 -0.067 -0.261 -0.034 -0.07
H -0.16851 6.19712 1.83775 -0.029 -0.041 0.106 0.07
H 1.29934 -3.36910 5.45891 -0.081 0.074 -0.129 0.12
C -1.16905 6.63633 1.87451 0.038 0.051 -0.202 -0.08
H -2.00213 -5.41124 -4.48182 0.212 0.135 -0.092 0.08
B -3.77095 -2.30556 -2.89351 -0.129 1.005 -0.388 -0.68
H -0.16337 4.19208 2.96589 0.076 -0.035 0.026 0.06
H 3.19924 -1.09825 -1.23759 0.020 0.024 0.021 0.09
O -1.39293 3.73184 -1.63525 0.161 0.656 0.112 -0.20
C 2.50160 -1.84280 6.36633 -0.145 0.146 0.076 -0.08
H 0.34181 1.53404 -3.48782 0.007 0.019 0.005 0.08
C -0.61173 3.33300 -2.75937 0.084 -0.269 -0.179 -0.28
H -2.42761 4.86514 1.97656 0.212 -0.167 -0.112 0.10
H -1.13693 7.56197 1.29917 0.017 -0.010 -0.007 0.08
C 3.05962 -1.70027 -0.33942 -0.048 -0.175 0.083 -0.07
H 0.12619 2.68965 3.85198 0.024 -0.042 -0.048 0.08
F -3.61245 -4.15328 -7.04524 0.017 -0.030 -0.102 -0.01
H 2.78902 -2.71209 -0.64456 0.007 0.001 0.012 0.08
P 2.97012 -1.58573 2.96059 -3.226 2.638 4.490 0.53
O -5.61397 -4.10668 -1.86601 0.393 0.348 -0.303 -0.35
O 1.83445 -2.02286 4.03736 0.107 -0.327 -0.441 -0.20
H 3.57599 1.80084 1.07579 0.003 0.026 0.013 0.07
C -0.25028 -2.21631 -2.99486 -0.980 0.708 -0.637 -0.48
H 0.33419 3.87082 -2.79142 0.036 -0.036 0.170 0.10
C -3.58078 -4.44667 -5.67387 0.323 0.126 0.270 -0.23
H 4.57134 0.35301 0.91747 0.088 0.018 0.023 0.06
H -1.32811 1.30629 -2.94470 -0.021 0.048 -0.002 0.07
H 4.01141 -1.76696 0.19523 0.018 0.106 -0.047 0.07
H -3.15909 -6.48385 -5.21924 0.131 -0.146 -0.008 0.08
H 0.60630 2.30555 1.46723 -0.040 0.120 -0.187 0.10
C -2.20967 5.69298 1.30191 -0.187 0.399 0.551 -0.27
O -4.31425 -2.49418 -4.15447 0.201 -1.274 0.702 0.27
H 3.21541 -1.07164 6.07872 0.135 -0.137 -0.078 0.07
P -4.34868 -3.22074 -1.29484 -1.007 0.405 1.437 0.62
```
Forces are in eV/Å.

Calculated values
Max |F| in eV Å⁻¹: 6.15
E in eV: -93991.295